{"formula": "BF22P3Pt", "method": "ωB97M-V/def2-TZVPD", "elements": ["Pt", "P", "F", "F", "F", "F", "F", "F", "P", "F", "F", "F", "F", "F", "F", "P", "F", "F", "F", "F", "F", "F", "B", "F", "F", "F", "F"], "positions_angstrom": [[-0.33509, -0.14314, -0.39848], [-1.51889, -1.17553, 2.48060], [-0.57313, -1.84209, 3.60018], [-0.54878, 0.12893, 2.30311], [-0.73540, -1.88173, 1.16842], [-2.53189, -0.47298, 1.43695], [-2.53098, -2.46892, 2.50249], [-2.37556, -0.49492, 3.68940], [2.70813, -1.12161, -0.38492], [1.71654, -0.15133, 0.47862], [1.25914, -1.72108, -0.84048], [2.64359, -0.10473, -1.66809], [3.51550, -2.21092, -1.26956], [4.10667, -0.47501, 0.06694], [2.77261, -2.19716, 0.77397], [0.11656, 2.90846, -0.36025], [0.99236, 2.59150, 0.98113], [-1.13080, 1.96556, 0.14147], [-0.55389, 4.26975, 0.26592], [-0.61859, 3.35653, -1.76170], [1.40093, 3.73314, -0.89717], [0.81870, 1.58456, -1.06481], [-1.74952, -0.80114, -2.30744], [-1.48260, -1.92831, -1.49601], [-0.51079, -0.36187, -2.77551], [-2.66914, -1.10166, -3.28488], [-2.18568, 0.11573, -1.37990]], "forces_ev_per_a": [[1.400, 0.280, 2.927], [-1.680, -0.015, 0.419], [0.269, 0.009, -1.068], [-0.048, -0.751, 0.714], [-0.031, 0.231, 1.026], [-0.090, 0.081, -0.465], [0.815, 0.266, 0.160], [0.440, 0.132, -0.200], [1.338, -0.801, -1.952], [1.374, 1.086, 1.477], [-0.244, -1.663, -1.406], [0.100, -0.528, 0.947], [-0.312, 0.199, -0.779], [-0.815, 0.540, 0.522], [-0.333, 0.207, 1.286], [1.571, 3.247, -0.442], [-1.441, 0.011, -0.374], [0.414, 0.756, -0.051], [0.373, -1.289, 0.510], [-0.201, -1.566, 0.649], [0.053, 0.310, 0.120], [-0.769, 0.499, -0.675], [-0.013, -2.329, -1.520], [-0.368, -1.350, -0.501], [-0.023, 0.207, -1.634], [0.058, 0.376, -0.029], [-1.839, 1.856, 0.342]], "homo_ev": [-5.39, -4.96], "s2": 2.002, "e_above_lowest_ev": 1.5793, "charge": -2, "spin_multiplicity": 3, "energy_ev": -91597.8223}

---

{"formula": "C4H8O2", "method": "ωB97M-V/def2-TZVPD", "elements": ["C", "C", "O", "C", "C", "O", "H", "H", "H", "H", "H", "H", "H", "H"], "positions_angstrom": [[-0.90595, -0.77548, 1.28817], [0.01171, 0.17647, 1.38986], [1.32161, 0.07122, 0.96584], [1.48920, 0.08727, -0.44110], [0.46918, 0.99873, -1.09776], [-0.12888, 0.71856, -2.10554], [-0.68922, -1.75369, 0.87115], [-1.92746, -0.57890, 1.60186], [-0.20928, 1.14178, 1.84294], [1.42587, -0.90925, -0.89535], [2.49231, 0.49268, -0.63311], [0.31461, 1.97021, -0.58653], [-1.97872, -0.95792, -0.78884], [-1.68499, -0.68167, -1.41159]], "forces_ev_per_a": [[0.250, 0.092, 0.129], [-0.346, -0.061, 0.193], [0.038, 0.059, 0.139], [0.019, -0.086, -0.255], [-0.069, -0.033, -0.363], [0.402, 0.259, 0.260], [0.049, 0.158, 0.018], [0.249, -0.028, 0.087], [-0.003, -0.129, -0.006], [-0.082, 0.078, 0.146], [-0.157, -0.087, 0.005], [-0.009, -0.040, -0.046], [-0.152, -0.045, -0.247], [-0.189, -0.137, -0.058]], "homo_ev": -9.70, "smiles": "C=COCC=O.[H][H]", "e_above_lowest_ev": 3.5489, "energy_ev": -8369.7328}

---

{"formula": "C5H6O2", "method": "ωB97M-V/def2-TZVPD", "elements": ["C", "C", "C", "C", "O", "C", "O", "H", "H", "H", "H", "H", "H"], "positions_angstrom": [[1.55786, -1.40264, 0.67290], [1.12857, -0.56258, -0.07455], [0.21891, 0.54084, -0.38841], [-0.36052, 0.49477, -1.79545], [-0.93029, 0.50717, 0.51742], [-0.88943, -0.00035, 1.76415], [0.05434, -0.35456, 2.41535], [1.90517, -2.11065, 1.38923], [0.73019, 1.49617, -0.22108], [-0.84916, -0.46766, -1.97172], [0.43988, 0.61503, -2.53203], [-1.09148, 1.29603, -1.93316], [-1.91404, -0.05158, 2.15736]], "forces_ev_per_a": [[0.205, 0.061, -0.697], [0.009, -0.387, 0.572], [0.029, 0.054, -0.059], [-0.016, 0.001, -0.032], [0.017, -0.151, 0.021], [0.153, -0.048, 0.366], [-0.479, 0.561, -0.018], [0.148, -0.046, -0.230], [-0.074, -0.146, 0.034], [0.065, 0.139, 0.062], [-0.085, -0.012, 0.155], [0.112, -0.098, 0.051], [-0.084, 0.071, -0.225]], "homo_ev": -9.63, "smiles": "C#C[C@@H](C)OC=O", "e_above_lowest_ev": 2.5046, "energy_ev": -9374.5910}

---

{"formula": "C9H10F2P", "method": "ωB97M-V/def2-TZVPD", "elements": ["C", "C", "C", "C", "C", "C", "C", "C", "C", "F", "F", "P", "H", "H", "H", "H", "H", "H", "H", "H", "H", "H"], "positions_angstrom": [[-4.16441, -0.00699, 0.29687], [-3.49595, 1.17618, 0.45521], [-3.59353, -1.25279, 0.04585], [-2.18170, 1.20735, 0.00549], [-2.31895, -1.26651, -0.45571], [-1.61474, -0.04390, -0.19699], [4.75621, 0.92471, 0.46842], [3.79599, -0.05937, 0.34275], [3.47462, -0.74021, -0.84202], [0.76304, 1.27145, -0.11388], [0.62316, -0.91313, 0.59727], [0.07276, -0.14540, -0.77045], [-5.27729, -0.06459, 0.33947], [-3.97744, 2.09306, 0.64111], [-4.20424, -2.11835, -0.02776], [-1.48975, 2.02031, 0.15118], [-1.63075, -2.14102, -0.75025], [5.14468, 1.05861, 1.55990], [5.24115, 1.33969, -0.34005], [3.39896, -0.43754, 1.22742], [3.89867, -0.43475, -1.74435], [2.77950, -1.46679, -0.88950]], "forces_ev_per_a": [[-2.597, -0.974, 0.855], [0.616, 0.123, -1.876], [0.184, 0.207, -1.739], [0.553, -1.434, 2.258], [2.750, 0.437, 1.766], [0.556, -0.216, -2.975], [-0.259, -2.242, 3.343], [0.323, -0.386, -1.522], [1.763, 3.807, 1.955], [-1.099, -1.168, -1.512], [0.019, -0.489, -1.156], [1.658, 1.319, 3.132], [0.947, 0.452, 0.550], [-0.813, 0.796, 0.422], [-0.551, -0.548, 0.120], [-0.275, 0.516, -0.260], [-1.776, 0.972, 0.384], [-0.782, 0.454, -2.244], [0.971, 1.206, -1.630], [-0.897, -0.533, 1.365], [0.804, 0.433, -1.464], [-2.092, -2.732, 0.225]], "homo_ev": -12.16, "charge": 1, "energy_ev": -24209.2420}

---

{"formula": "C9H19CsNO", "method": "ωB97M-V/def2-TZVPD", "elements": ["Cs", "C", "C", "C", "C", "C", "C", "N", "O", "C", "C", "C", "H", "H", "H", "H", "H", "H", "H", "H", "H", "H", "H", "H", "H", "H", "H", "H", "H", "H", "H"], "positions_angstrom": [[1.84830, -1.23568, -5.06738], [-0.67319, -1.11778, -2.28003], [-0.76596, -0.24694, -0.95057], [-1.51916, -1.25259, 0.06216], [-1.39770, -0.80798, 1.57470], [0.07004, -0.55856, 1.90810], [0.89510, 0.49557, 0.95356], [0.64407, 0.08210, -0.43954], [1.37534, 0.75768, -1.38774], [0.62227, 1.98336, 1.36879], [2.42956, 0.17375, 1.24045], [-1.61007, 1.04544, -1.03118], [-1.65317, -1.44972, -2.62289], [-0.01319, -1.97977, -2.18273], [-0.11973, -0.56484, -3.03900], [-2.57653, -1.25065, -0.20255], [-1.18137, -2.27334, -0.11692], [-1.82716, -1.65277, 2.11321], [-1.94018, 0.09659, 1.84960], [0.55255, -1.52672, 1.77418], [0.18711, -0.22288, 2.93850], [1.10089, 2.64203, 0.64410], [-0.45432, 2.15379, 1.37158], [0.89930, 2.30538, 2.37262], [3.11183, 0.65148, 0.53734], [2.86266, 0.53056, 2.17491], [2.72639, -0.87504, 1.24687], [-2.56034, 0.70015, -1.43846], [-1.26906, 1.80177, -1.73812], [-1.81530, 1.49390, -0.05914], [2.05112, 0.10185, -1.57429]], "forces_ev_per_a": [[-0.022, 0.036, 0.005], [0.858, 1.323, 0.633], [0.453, -0.647, 1.321], [0.571, 2.111, 0.355], [0.527, -0.140, -1.478], [0.696, 0.452, -1.156], [0.683, -1.313, 2.098], [-2.348, -2.250, 1.124], [0.523, 0.755, -0.974], [-0.727, -0.634, -0.823], [0.134, 0.348, -0.174], [-0.568, -1.039, -1.061], [0.077, 0.222, -0.043], [-0.244, -0.349, 0.819], [-0.612, 0.637, -0.375], [-0.045, 0.097, -0.198], [0.362, 0.044, 0.374], [0.211, 0.204, 0.520], [-0.505, -0.103, -0.462], [0.409, 0.068, 0.192], [0.124, -0.033, -0.019], [-0.097, 0.122, 0.026], [-0.058, 0.172, -0.349], [0.582, -0.616, 0.000], [-0.302, 0.189, -0.470], [-0.799, 0.299, 0.413], [-0.637, -0.288, -0.299], [-0.384, 0.269, 0.048], [0.457, -0.032, 0.177], [0.245, -0.171, -0.114], [0.436, 0.270, -0.110]], "homo_ev": -10.86, "e_above_lowest_ev": 1.9596, "charge": 1, "energy_ev": -13719.1012}

---

{"formula": "C2H4O3S", "method": "ωB97M-V/def2-TZVPD", "elements": ["C", "C", "O", "O", "O", "S", "H", "H", "H", "H"], "positions_angstrom": [[-1.64108, -0.97833, -0.18975], [-1.26942, -2.04737, 0.12226], [2.38601, -1.25969, -0.69488], [4.18884, 0.24131, 0.17634], [1.31202, 0.69383, 0.81946], [3.03350, 0.03643, -0.64879], [-1.92228, -0.06585, -0.44042], [-0.89548, -2.87798, 0.47908], [1.02326, -0.18099, 0.54426], [2.04439, 0.36862, 1.42483]], "forces_ev_per_a": [[0.360, -1.166, 0.259], [-0.618, 1.602, -0.583], [0.731, 0.488, 0.343], [-0.286, -0.425, 0.287], [1.607, -0.802, 1.489], [0.194, -0.216, -1.608], [-1.195, 3.458, -1.037], [1.518, -3.865, 1.373], [-1.087, -0.237, -0.291], [-1.224, 1.161, -0.231]], "homo_ev": -11.11, "e_above_lowest_ev": 2.5815, "energy_ev": -19113.2414}

---

Q: Which formula does entry 2 have?
A: C4H8O2